{
  "formula": "C16H16N4O3",
  "method": "the ωB97M-V functional and the def2-TZVPD basis",
  "homo_energy_ev": -8.13,
  "e_above_lowest_kj_mol": 334.6,
  "e_lumo_ev": -0.7,
  "smiles": "O=C(c1cccc([N+](=O)[O-])c1)N1CCN(c2ccccn2)CC1",
  "total_energy_ha": -1063.97680,
  "orbital_gap_ev": 7.42,
  "symbols": ["O", "C", "N", "C", "H", "H", "C", "N", "C", "N", "C", "C", "C", "C", "H", "H", "H", "H", "C", "H", "C", "H", "H", "H", "H", "H", "C", "C", "C", "C", "C", "C", "H", "H", "H", "N", "O", "O", "H"],
  "positions_angstrom": [[-1.63561, -2.59222, -1.54581], [-1.58324, -1.72003, -0.69917], [-0.41909, -1.32400, -0.14528], [-0.25838, -0.39613, 0.94871], [-0.04204, -0.94388, 1.87475], [-1.17939, 0.16617, 1.10059], [0.88773, 0.56714, 0.64700], [2.11051, -0.17446, 0.43046], [3.27844, 0.45296, 0.10656], [4.31215, -0.33948, -0.18987], [5.47630, 0.21075, -0.48325], [5.70072, 1.57432, -0.50147], [4.62842, 2.40466, -0.19610], [3.40327, 1.85348, 0.11036], [2.56639, 2.49013, 0.34429], [4.74988, 3.47855, -0.20040], [6.67058, 1.97624, -0.74510], [6.26614, -0.49272, -0.71492], [1.97892, -1.60447, 0.26599], [2.91230, -1.96427, -0.16866], [0.80805, -1.92938, -0.65071], [0.66041, -3.01019, -0.73177], [1.00198, -1.54436, -1.65837], [1.84369, -2.08682, 1.24150], [0.63226, 1.16289, -0.24184], [1.00767, 1.25191, 1.49522], [-2.83526, -1.02409, -0.24531], [-3.03535, 0.32196, -0.51710], [-4.24476, 0.91134, -0.17440], [-5.26401, 0.18003, 0.42290], [-5.06251, -1.16426, 0.67565], [-3.85904, -1.76403, 0.33900], [-3.70513, -2.81682, 0.52026], [-5.84638, -1.74842, 1.13178], [-6.19065, 0.67304, 0.67344], [-4.43794, 2.31715, -0.43927], [-3.47503, 2.95227, -0.81399], [-5.54384, 2.77708, -0.26046], [-2.27817, 0.91795, -1.00519]],
  "atomic_forces_ev_per_a": [[-0.074, -0.187, -0.154], [-0.143, 0.137, 0.131], [0.191, 0.025, -0.047], [0.097, 0.303, 0.282], [-0.059, 0.116, -0.032], [0.189, -0.062, 0.043], [-0.122, 0.180, 0.120], [-0.280, -0.081, 0.034], [0.339, 0.106, 0.011], [-0.184, -0.122, 0.059], [0.179, 0.182, -0.057], [0.028, 0.104, -0.003], [0.064, -0.180, -0.031], [-0.092, 0.014, -0.009], [-0.099, 0.045, 0.025], [-0.010, 0.065, 0.006], [0.096, 0.006, -0.024], [0.134, 0.035, -0.033], [-0.089, -0.298, -0.117], [-0.260, -0.089, 0.106], [0.211, -0.269, -0.159], [0.074, 0.111, -0.017], [0.033, -0.101, 0.053], [0.065, -0.058, -0.087], [-0.023, 0.030, 0.086], [-0.072, 0.007, -0.080], [-0.354, 0.033, -0.101], [-0.144, 0.111, 0.019], [0.165, -1.259, 0.245], [0.043, 0.315, -0.112], [0.118, -0.006, -0.017], [0.131, 0.062, -0.043], [0.003, -0.117, -0.001], [-0.069, -0.035, 0.044], [-0.024, 0.005, 0.004], [-0.048, 0.478, -0.067], [0.188, 0.215, -0.121], [-0.258, 0.159, 0.025], [0.057, 0.021, 0.017]],
  "mulliken_charge": [-0.64, 0.10, 0.29, -1.19, 0.24, 0.53, -0.69, 0.17, 0.75, -0.34, -0.40, -0.50, -0.52, -0.53, 0.31, 0.40, 0.37, 0.39, -0.84, 0.45, -0.60, 0.44, 0.32, 0.22, 0.45, 0.57, 0.30, -0.09, 0.07, -0.46, -0.65, -0.61, 0.49, 0.40, 0.50, 1.02, -0.61, -0.62, 0.51]
}